[1]
Computed, not measured: a structure of composition C12H18BF9I2N6O3P, with ωB97M-V with the def2-TZVPD basis set.

CARTESIAN COORDINATES (ANGSTROEM)
C  -1.794  2.051  -3.012
C  -1.544  0.897  -3.988
B  -1.619  -0.549  -3.382
O  -1.558  -1.682  -4.120
N  -1.892  -0.819  -1.917
C  -3.296  -1.246  -1.695
N  -4.124  -0.167  -1.165
C  -1.147  -0.715  -0.816
N  -1.689  -0.879  0.407
C  -0.745  -0.656  1.278
C  -1.029  -0.706  2.729
I  -1.198  -2.648  3.437
C  -1.271  0.413  3.402
C  -1.180  1.778  2.767
I  -1.812  0.411  5.399
N  0.440  -0.379  0.655
C  1.731  -0.072  1.262
F  2.299  0.910  0.581
F  1.500  0.359  2.498
C  2.628  -1.349  1.411
F  1.886  -2.204  2.138
F  2.827  -1.925  0.223
C  4.001  -1.099  2.136
F  4.287  0.211  2.111
F  4.943  -1.758  1.456
C  4.070  -1.595  3.613
F  3.048  -1.130  4.323
F  4.057  -2.914  3.647
F  5.195  -1.154  4.145
N  0.196  -0.451  -0.736
P  1.234  -0.289  -2.299
N  2.803  -0.125  -1.775
O  1.260  -1.873  -2.658
H  -1.065  2.055  -2.193
H  -2.789  1.962  -2.564
H  -1.745  3.019  -3.513
H  -2.302  0.933  -4.787
H  -0.575  1.002  -4.486
H  -1.703  -1.545  -5.067
H  -3.669  -1.538  -2.682
H  -3.309  -2.142  -1.068
H  -3.541  0.568  -0.782
H  -4.671  -0.507  -0.381
H  -1.918  2.458  3.193
H  -1.322  1.721  1.684
H  -0.192  2.212  2.948
H  3.221  0.739  -2.107
H  3.390  -0.919  -2.018
H  0.711  -2.465  -2.129
O  -0.438  4.295  1.067
H  0.439  4.658  1.230
H  -1.025  4.847  1.596

* max |F|: 0.89 eV Å⁻¹
* LUMO energy: -3.25 eV
* total charge: +1
* Kohn-Sham gap: 8.38 eV

[2]
Computed, not measured: a structure of composition C38H45BF6N4O7PdS6SbTe in a non-equilibrium geometry, with ωB97M-V with the def2-TZVPD basis set.

CARTESIAN COORDINATES (ANGSTROEM)
Pd  1.134  -0.004  0.984
F  3.324  0.793  1.615
Sb  5.264  0.494  1.322
F  7.126  0.195  1.157
F  5.125  -1.161  2.322
F  5.504  1.461  2.948
F  4.880  -0.511  -0.269
F  5.405  2.048  0.242
C  0.740  5.967  3.231
S  0.673  5.971  1.406
C  2.385  5.827  1.075
C  2.989  4.734  0.533
S  2.242  3.272  0.096
S  4.734  4.902  0.294
C  4.882  6.535  0.873
S  6.293  7.366  0.894
S  3.385  7.223  1.426
H  -0.269  6.147  3.587
H  1.405  6.763  3.556
H  1.096  4.998  3.571
C  -0.550  -5.558  -0.629
C  0.658  -4.941  0.041
S  1.333  -6.184  1.205
O  2.318  -6.982  0.531
O  0.212  -6.875  1.799
C  2.137  -5.370  2.657
C  3.465  -4.678  2.391
N  3.280  -3.529  1.544
C  2.638  -2.392  1.895
N  2.363  -1.668  0.824
C  2.841  -2.330  -0.255
C  3.428  -3.498  0.174
N  4.061  -4.485  -0.603
O  3.711  -4.545  -1.777
O  4.898  -5.207  -0.079
C  2.358  -1.961  3.286
H  -1.019  -4.835  -1.294
H  -1.277  -5.885  0.112
H  -0.241  -6.423  -1.213
H  0.405  -4.054  0.616
H  1.426  -4.722  -0.695
H  2.281  -6.210  3.332
H  1.376  -4.707  3.058
H  4.153  -5.370  1.894
H  3.914  -4.344  3.332
H  2.816  -1.928  -1.250
H  3.307  -1.803  3.799
H  1.776  -2.698  3.836
H  1.815  -1.005  3.262
C  -1.191  3.172  2.339
C  -0.302  1.957  2.205
O  0.142  1.337  3.188
N  -0.041  1.477  1.005
Te  -0.001  1.806  -1.197
C  -0.759  2.888  -3.044
C  -1.029  4.255  -3.009
C  -0.740  5.087  -1.796
C  -1.566  4.885  -4.129
C  -1.832  4.187  -5.293
C  -2.434  4.852  -6.496
C  -1.507  2.838  -5.334
C  -0.969  2.189  -4.234
C  -0.595  0.746  -4.343
C  -1.759  0.565  -1.221
C  -2.991  1.162  -0.951
C  -3.130  2.647  -0.829
C  -4.121  0.370  -0.813
C  -4.061  -1.010  -0.925
C  -5.310  -1.826  -0.774
C  -2.834  -1.587  -1.208
C  -1.685  -0.822  -1.374
C  -0.406  -1.524  -1.721
H  -1.149  3.554  3.355
H  -2.215  2.876  2.115
H  -0.880  3.939  1.632
H  -0.194  4.497  -1.057
H  -1.659  5.459  -1.344
H  -0.132  5.947  -2.067
H  -1.776  5.946  -4.081
H  -2.701  5.884  -6.280
H  -3.328  4.318  -6.817
H  -1.725  4.842  -7.323
H  -1.670  2.282  -6.248
H  -0.449  0.456  -5.381
H  -1.381  0.123  -3.918
H  0.333  0.584  -3.791
H  -2.236  3.076  -0.369
H  -4.004  2.909  -0.235
H  -3.246  3.088  -1.820
H  -5.073  0.836  -0.597
H  -6.003  -1.585  -1.580
H  -5.803  -1.596  0.169
H  -5.093  -2.890  -0.803
H  -2.769  -2.665  -1.280
H  -0.577  -2.594  -1.809
H  0.341  -1.348  -0.936
H  0.005  -1.168  -2.663
O  -1.777  -0.556  1.749
B  -0.491  -0.984  1.493
O  -0.415  -2.370  1.698
C  -1.660  -2.769  2.083
C  -2.119  -4.028  2.409
C  -3.458  -4.123  2.767
C  -4.293  -3.015  2.776
C  -3.830  -1.750  2.443
C  -2.496  -1.646  2.108
H  -1.485  -4.901  2.386
H  -3.859  -5.087  3.041
H  -5.334  -3.144  3.037
H  -4.473  -0.885  2.439

* max |F|: 1.85 eV Å⁻¹
* relative energy (zero: lowest compared OMol25 entry of this formula, charge and spin): 390.6 kJ/mol
* LUMO energy (alpha / beta): -0.24 / -0.24 eV
* total charge: -1
* Kohn-Sham gap (alpha / beta): 4.53 / 4.52 eV

Which of these has the lowest total charge? C38H45BF6N4O7PdS6SbTe

What is the max |F| in the first record? 0.89 eV Å⁻¹

total charge of number 2 (C38H45BF6N4O7PdS6SbTe)? -1